The following is a quantum chemistry calculation of 2 unconnected molecules or ions with the total composition ClHNO2S at a distorted geometry, from the Open Molecules 2025 dataset.

Computed properties:
- Energy above the lowest of the compared OMol25 structures with the same formula, charge and spin: 77.7 kcal per mole
- Molecular weight: 114.5 g mol⁻¹
- Total charge: -1

Structure (XYZ):
```
6
ClHNO2S (wB97M-V/def2-TZVPD)
N 1.9976 -0.5321 -0.1622
O -0.8172 -0.3935 1.0806
O -1.1445 -0.5489 -1.3576
S -0.4543 0.0811 -0.2679
Cl -1.1383 2.3368 -0.0175
H 1.5568 -0.9434 0.7246
```

The following is a quantum chemistry calculation of 2 unconnected molecules or ions with the total composition ClHNO3P at a distorted geometry, from the Open Molecules 2025 dataset.

Computed properties:
- Energy above the lowest of the compared OMol25 structures with the same formula, charge and spin: 107.5 kcal per mole
- Molecular weight: 129.4 g mol⁻¹

Structure (XYZ):
```
7
ClHNO3P (wB97M-V/def2-TZVPD)
N 0.6785 0.0549 1.0147
O -0.1141 1.8398 -0.2092
O -0.5195 -0.4737 0.9374
O 1.3324 -0.5834 0.0064
P -0.2925 -0.7865 -0.7535
Cl -0.7181 -2.7635 -0.9751
H -0.3668 2.7123 -0.0206
```

The following is a quantum chemistry calculation of 2 unconnected molecules or ions with the total composition ClHNP at a distorted geometry, from the Open Molecules 2025 dataset.

Computed properties:
- Energy above the lowest of the compared OMol25 structures with the same formula, charge and spin: 18.7 kcal per mole
- Molecular weight: 81.4 g mol⁻¹
- Structure (SMILES): N#P.Cl

Structure (XYZ):
```
4
ClHNP (wB97M-V/def2-TZVPD)
N 1.1174 0.4451 -0.1171
P 0.6214 1.7733 0.2408
Cl -1.4103 -1.2188 0.1618
H -0.3284 -0.9996 -0.2856
```

Question: What is the energy above the lowest of the compared OMol25 structures with the same formula, charge and spin in the second record?
Answer: 107.5 kcal per mole

Question: energy above the lowest of the compared OMol25 structures with the same formula, charge and spin of number 2 (ClHNO3P)?
Answer: 107.5 kcal per mole

Question: Which of these has the highest molecular weight?
Answer: ClHNO3P

Repeat the third record exactly.
The following is a quantum chemistry calculation of 2 unconnected molecules or ions with the total composition ClHNP at a distorted geometry, from the Open Molecules 2025 dataset.

Computed properties:
- Energy above the lowest of the compared OMol25 structures with the same formula, charge and spin: 18.7 kcal per mole
- Molecular weight: 81.4 g mol⁻¹
- Structure (SMILES): N#P.Cl

Structure (XYZ):
```
4
ClHNP (wB97M-V/def2-TZVPD)
N 1.1174 0.4451 -0.1171
P 0.6214 1.7733 0.2408
Cl -1.4103 -1.2188 0.1618
H -0.3284 -0.9996 -0.2856
```